Entry from the OMol25 dataset: a structure of composition C8H8O5Si2 in a non-equilibrium geometry (wB97M-V/def2-TZVPD).

```
23
Properties=species:S:1:pos:R:3:nbo_charge:R:1
C -2.1136 2.5672 0.2437 -0.278
C -1.6979 2.1379 -0.9946 -0.227
C -1.9455 1.7047 1.3075 -0.247
C -1.0347 0.9189 -1.1622 -0.265
C -1.3652 0.4795 1.1384 -0.262
C -0.8377 0.1050 -0.0706 -0.236
C 1.5480 -1.0789 1.2303 0.386
C -0.7596 -3.1186 0.0781 0.384
O 1.2898 -1.0849 2.4262 -0.666
O -1.4915 -3.1992 -0.9283 -0.760
O 2.6301 -0.5114 0.8200 -0.803
O -0.8672 -3.7993 1.1049 -0.745
O 1.5627 -1.4839 -1.3691 -1.275
Si 2.9680 -0.4031 -0.9147 1.285
Si 0.5662 -1.8463 -0.1304 1.604
H -2.4014 3.6283 0.1872 0.186
H -1.9549 2.8028 -1.8592 0.171
H -2.2347 1.8077 2.3831 0.189
H -0.9024 0.5115 -2.1159 0.202
H -1.2213 -0.1468 2.0368 0.218
H 4.0854 -1.2666 -1.4654 -0.261
H 4.1125 0.5112 -0.5755 -0.352
H 2.0648 0.7643 -1.3701 -0.244
```

Computed properties:
Strongest force on any atom, eV/Å: 4.540
Net charge: -2
Orbital gap, eV: 7.06
Energy above the lowest of the compared OMol25 structures with the same formula, charge and spin, eV: 1.020
E_LUMO, eV: 5.70

---

Entry from the OMol25 dataset: a structure of composition C13H17FMoN2 in a non-equilibrium geometry (wB97M-V/def2-TZVPD).

```
34
Properties=species:S:1:pos:R:3:mulliken_spin:R:1
C -2.4746 -1.0560 1.3279 -0.037
C -2.8548 2.0030 0.8344 -0.035
H -2.5703 -1.8441 0.6323 0.003
H -3.4051 -0.5145 1.5570 0.004
H -1.9663 -1.2695 2.2881 -0.003
H -3.3986 2.3103 -0.0704 0.011
H -3.5679 1.4797 1.5495 -0.003
H -2.3558 2.8023 1.3892 0.009
C -0.1485 -2.5223 0.9991 0.145
C 0.7637 -3.5638 0.7720 0.139
C 1.8853 -3.3224 0.0016 -0.029
C 2.0429 -2.0421 -0.4650 0.118
H -1.0535 -2.7758 1.5651 0.012
H 0.5878 -4.5602 1.1929 0.000
H 2.6362 -4.0768 -0.2356 0.002
H 2.8990 -1.8119 -1.0566 0.010
N 0.0225 -1.2470 0.5488 -0.022
C 1.1446 -1.0068 -0.1802 0.071
C 1.4493 0.3667 -0.5776 0.150
N 0.5668 1.3405 -0.2321 -0.052
C 1.0420 2.6121 -0.3965 0.181
C 3.1273 1.9254 -1.4506 -0.038
C 2.2983 2.9562 -0.9933 0.183
H 0.4448 3.4507 -0.0213 0.003
H 2.6324 3.9950 -1.1182 0.000
C 2.6765 0.6409 -1.2402 0.133
H 3.2992 -0.1845 -1.5567 0.007
H 4.1013 2.0830 -1.9282 0.003
Mo -1.4106 0.5755 0.7122 1.044
C -1.9458 0.4168 -1.2547 -0.045
H -1.1854 -0.2429 -1.7122 0.009
H -1.8437 1.4261 -1.6861 -0.002
H -2.9488 0.0223 -1.4934 0.009
F -0.4904 1.6340 2.2986 0.021
```

Computed properties:
Strongest force on any atom, eV/Å: 3.326
Net charge: +2
Orbital gap (spin up / spin down), eV: 7.12 / 4.42
Energy above the lowest of the compared OMol25 structures with the same formula, charge and spin, eV: 2.400
E_LUMO (spin up / spin down), eV: -8.70 / -12.09
Spin multiplicity: 3
<S²>: 2.05

---

Entry from the OMol25 dataset: a cluster of 11 separate species, C66H148F8N11O18S8 in total in a non-equilibrium geometry (wB97M-V/def2-TZVPD).

```
259
Properties=species:S:1:pos:R:3:mulliken_spin:R:1
C 4.0473 -17.7758 14.5579 -0.003
C 3.2504 -19.0795 14.5889 0.000
N 3.7557 -20.2543 13.7948 0.000
C 2.7342 -21.4281 14.0516 0.000
C 3.7621 -19.8957 12.2215 -0.002
C 2.4770 -19.3422 11.5826 0.001
C 5.2608 -20.5960 14.3197 0.008
C 6.1454 -21.5381 13.5152 0.000
O 5.5177 -22.8141 13.4220 0.001
C 6.4671 -23.7218 12.8430 0.000
H 3.7000 -17.1474 15.3780 0.000
H 4.1629 -17.1344 13.6842 -0.002
H 5.0797 -17.8046 14.9064 0.003
H 2.2009 -18.9562 14.3216 0.000
H 3.3020 -19.5703 15.5608 0.000
H 3.2512 -22.2136 13.5004 0.000
H 1.7399 -21.3108 13.6207 0.000
H 2.7910 -21.6652 15.1140 0.000
H 4.1542 -20.7640 11.6921 0.000
H 4.5833 -19.1811 12.1649 0.002
H 1.6841 -20.0665 11.7689 0.000
H 2.5847 -19.1549 10.5142 0.000
H 2.1525 -18.3537 11.9077 -0.001
H 5.1642 -20.8993 15.3622 0.000
H 5.7441 -19.6245 14.2158 -0.008
H 7.1593 -21.5775 13.9134 0.000
H 6.2859 -21.0354 12.5582 0.001
H 7.3119 -23.8779 13.5138 0.000
H 6.7229 -23.3035 11.8695 0.000
H 5.9873 -24.6836 12.6614 0.000
C 2.2211 -16.5142 8.9199 0.001
C 1.5173 -15.5338 9.8488 0.001
O 1.9747 -14.7285 10.6089 0.000
N -0.0222 -15.7857 9.7683 0.000
H -0.3092 -16.4641 9.0773 0.000
H -0.4138 -16.1704 10.6161 0.000
C -0.7544 -14.5119 9.3069 0.000
H 1.6848 -16.5497 7.9716 0.000
H 2.0059 -17.4965 9.3406 -0.001
H 3.3048 -16.4257 8.8445 0.000
H -0.6643 -13.7663 10.0969 0.000
H -1.8018 -14.8096 9.3547 0.000
H -0.4689 -14.1257 8.3284 0.000
C -2.1700 -17.0843 1.7420 0.000
C -0.7846 -16.5286 1.3932 0.000
C 0.2616 -17.1514 2.3983 0.000
C 1.7344 -16.9827 1.8369 0.000
N 2.8908 -17.2964 2.7779 0.000
C 3.0301 -18.8487 2.9424 0.000
C 2.2512 -19.2055 4.2211 0.000
C 2.6537 -18.1030 5.1659 0.000
C 2.6643 -16.8134 4.2677 0.000
C 4.1935 -16.6632 2.1332 0.000
C 4.5095 -17.3194 0.7860 0.000
C 6.0156 -17.0420 0.4052 0.000
H -2.9830 -16.4814 1.3376 0.000
H -2.4176 -17.1224 2.8028 0.000
H -2.2904 -18.0901 1.3394 0.000
H -0.7633 -15.4395 1.4301 0.000
H -0.3063 -16.8267 0.4602 0.000
H 0.0989 -18.2228 2.5163 0.000
H 0.2290 -16.7447 3.4091 0.000
H 1.8357 -15.9294 1.5756 0.000
H 1.8022 -17.6140 0.9510 0.000
H 4.0667 -19.1209 3.1409 0.000
H 2.7030 -19.3517 2.0324 0.000
H 2.5069 -20.1998 4.5873 0.000
H 1.1625 -19.2118 4.1682 0.000
H 3.5963 -18.2955 5.6783 0.000
H 1.9750 -17.9514 6.0052 0.000
H 3.4634 -16.1784 4.6501 0.000
H 1.8922 -16.0512 4.3735 0.000
H 4.9260 -16.8198 2.9250 0.000
H 4.0740 -15.5837 2.0410 0.000
H 3.9099 -16.9133 -0.0286 0.000
H 4.3917 -18.4028 0.8092 0.000
H 6.7491 -17.0838 1.2103 0.000
H 6.0679 -16.0270 0.0112 0.000
H 6.3499 -17.5575 -0.4951 0.000
C 4.2781 -13.9672 16.3694 0.000
C 2.9420 -14.3344 15.7225 0.000
C 2.8180 -13.8192 14.2888 -0.002
C 3.1430 -12.3342 14.1770 -0.001
N 2.5022 -11.4617 12.9854 0.000
C 2.9662 -11.9587 11.6217 -0.004
C 4.2140 -11.1877 11.3534 0.000
C 4.3130 -10.0636 12.3467 0.000
C 2.9802 -10.0075 13.0528 0.000
C 0.9559 -11.5267 13.1338 0.000
C 0.4536 -11.0238 14.5155 0.000
C -1.0939 -10.9134 14.4691 0.000
H 5.1603 -14.5436 16.0908 0.000
H 4.1278 -14.2890 17.3999 0.000
H 4.4821 -12.9124 16.5533 0.000
H 2.0808 -13.9459 16.2662 0.000
H 2.7651 -15.4086 15.7761 0.000
H 1.7582 -13.8560 14.0367 0.000
H 3.3436 -14.4017 13.5321 0.003
H 4.1934 -12.1994 13.9190 0.000
H 3.0918 -11.6899 15.0547 0.000
H 2.1500 -11.6141 10.9869 0.000
H 3.0959 -13.0397 11.6739 0.004
H 4.3079 -10.9193 10.3011 0.000
H 5.0257 -11.9120 11.4211 0.000
H 4.5123 -9.1178 11.8430 0.000
H 5.2174 -10.1359 12.9507 0.000
H 2.2849 -9.3847 12.4901 0.000
H 2.9096 -9.7510 14.1099 0.000
H 0.5559 -12.5277 12.9723 0.000
H 0.4470 -10.9237 12.3818 0.000
H 0.8672 -10.0430 14.7503 0.000
H 0.7030 -11.5592 15.4316 0.000
H -1.3606 -10.7160 15.5074 0.000
H -1.6305 -11.8118 14.1639 0.000
H -1.5356 -10.0253 14.0170 0.000
C 3.9358 -13.3498 7.7958 0.000
C 2.7190 -12.5988 7.2598 0.000
C 2.7347 -11.0659 7.2838 0.000
C 3.6634 -10.3179 6.3027 0.000
N 3.5747 -8.7982 6.4022 0.000
C 2.1618 -8.2179 6.2546 0.000
C 1.9094 -8.2694 4.7843 0.000
C 3.1761 -7.9939 4.0613 0.000
C 4.2535 -8.1375 5.1418 0.000
C 4.2152 -8.4048 7.8015 0.000
C 4.5504 -6.9445 7.9991 0.000
C 5.1374 -6.7260 9.4069 0.000
H 4.2655 -12.9696 8.7627 0.000
H 4.8137 -13.4046 7.1522 0.000
H 3.5575 -14.3483 8.0150 0.000
H 1.8840 -12.8781 7.9023 0.000
H 2.4322 -12.9222 6.2592 0.000
H 3.0710 -10.8068 8.2877 0.000
H 1.6768 -10.8049 7.3128 0.000
H 3.5206 -10.4781 5.2340 0.000
H 4.7074 -10.5255 6.5372 0.000
H 2.1432 -7.1818 6.5924 0.000
H 1.6256 -8.7517 7.0393 0.000
H 1.0421 -7.6925 4.4633 0.000
H 1.8148 -9.3382 4.5924 0.000
H 3.1598 -6.9579 3.7227 0.000
H 3.3377 -8.5532 3.1399 0.000
H 4.7132 -7.1993 5.4524 0.000
H 5.1674 -8.7044 4.9644 0.000
H 5.1480 -8.9445 7.9644 0.000
H 3.4880 -8.6744 8.5674 0.000
H 3.7141 -6.3167 7.6915 0.000
H 5.2508 -6.4319 7.3396 0.000
H 5.2185 -5.6488 9.5521 0.000
H 6.0210 -7.2831 9.7184 0.000
H 4.2833 -6.9722 10.0377 0.000
C -3.5550 -11.1369 11.7973 0.000
C -4.3491 -9.7889 11.4012 0.000
C -4.7209 -9.5624 9.9947 0.000
C -3.4127 -9.4159 9.0954 0.000
N -3.5929 -9.6062 7.5481 0.000
C -2.2705 -9.2336 6.7787 0.000
C -2.6804 -8.6154 5.4649 0.000
C -4.1547 -8.5503 5.5222 0.000
C -4.5954 -8.6317 6.9726 0.000
C -4.0871 -11.0481 7.1877 0.000
C -3.4681 -12.1958 7.9930 0.000
C -3.8757 -13.5884 7.4701 0.000
H -2.5050 -11.1308 11.5049 0.000
H -4.0375 -11.9877 11.3162 0.000
H -3.4781 -11.4369 12.8424 0.000
H -3.8172 -8.9076 11.7596 0.000
H -5.2716 -9.7583 11.9809 0.000
H -5.3331 -8.6605 9.9991 0.000
H -5.2701 -10.4124 9.5899 0.000
H -2.6283 -10.1318 9.3407 0.000
H -2.8493 -8.5140 9.3349 0.000
H -1.5848 -10.0742 6.6719 0.000
H -1.7672 -8.5260 7.4375 0.000
H -2.4191 -9.1872 4.5745 0.000
H -2.1540 -7.6651 5.3753 0.000
H -4.5108 -9.4530 5.0258 0.000
H -4.6541 -7.6959 5.0652 0.000
H -5.6113 -8.8923 7.2695 0.000
H -4.3916 -7.6776 7.4586 0.000
H -4.1722 -11.2793 6.1259 0.000
H -5.1542 -11.0462 7.4100 0.000
H -3.9124 -12.1914 8.9883 0.000
H -2.4227 -11.9555 8.1865 0.000
H -3.1443 -13.9502 6.7474 0.000
H -4.8781 -13.5737 7.0423 0.000
H -3.8294 -14.3040 8.2911 0.000
C -1.6929 -22.4874 10.8656 0.000
C -1.7799 -21.3579 11.8462 0.000
C -3.1975 -20.7488 11.8838 0.000
C -3.7130 -20.1348 10.5136 0.000
N -4.8176 -19.1136 10.6432 0.000
C -4.9349 -18.3503 9.2446 0.000
C -4.4746 -16.9925 9.5645 0.000
C -4.9456 -16.7087 11.0056 0.000
C -4.5816 -18.0057 11.7850 0.000
C -6.1160 -19.8369 11.0308 0.000
C -7.5054 -19.0619 10.8346 0.000
C -8.6187 -19.9544 11.2658 0.000
H -1.7806 -22.2690 9.8013 0.000
H -2.4902 -23.2297 10.9046 0.000
H -0.7736 -23.0461 11.0414 0.000
H -1.0090 -20.6354 11.5782 0.000
H -1.6011 -21.7809 12.8347 0.000
H -3.0030 -19.9639 12.6147 0.000
H -3.9968 -21.3310 12.3424 0.000
H -3.9092 -20.9944 9.8727 0.000
H -2.8683 -19.5099 10.2236 0.000
H -5.9485 -18.5363 8.8896 0.000
H -4.2550 -18.6932 8.4647 0.000
H -4.7993 -16.2613 8.8242 0.000
H -3.3894 -16.8968 9.5993 0.000
H -6.0222 -16.5385 11.0081 0.000
H -4.4756 -15.8655 11.5118 0.000
H -5.1305 -18.2462 12.6955 0.000
H -3.5094 -18.0842 11.9645 0.000
H -5.8948 -20.3102 11.9875 0.000
H -5.9853 -20.7031 10.3822 0.000
H -7.6807 -18.8091 9.7889 0.000
H -7.5871 -18.1269 11.3887 0.000
H -8.4069 -20.4868 12.1931 0.000
H -8.4995 -20.8460 10.6503 0.000
H -9.6006 -19.5063 11.1139 0.000
N -0.6069 -17.4784 7.9641 0.000
S -1.2303 -17.2959 6.5488 0.000
O -2.6517 -16.9167 6.4193 0.000
O -0.7763 -18.1679 5.4980 0.000
F -0.3594 -15.9829 6.0987 0.000
S -0.4126 -19.0782 7.9752 0.000
O 0.8928 -19.5228 7.4708 0.000
O -1.6054 -19.9102 7.8102 0.000
F -0.1363 -19.1785 9.5730 0.000
N -0.9574 -12.0548 3.6138 0.000
S -0.1953 -12.7889 4.6245 0.000
O 0.4856 -13.9333 4.1112 0.000
O -0.6680 -12.6544 6.0097 0.000
F 0.9792 -11.7570 4.6360 0.000
S -2.2034 -13.1632 3.6379 0.000
O -3.3876 -12.7896 4.4685 0.000
O -2.1384 -14.6344 3.4125 0.000
F -2.7491 -12.6371 2.1559 0.000
N -1.1347 -16.1115 12.1965 0.000
S -1.7266 -15.0965 13.1535 0.000
O -0.7269 -14.2479 13.8942 0.000
O -2.9778 -15.3830 13.8119 0.000
F -2.3031 -14.1444 12.0143 0.000
S -0.6307 -17.2114 13.4174 0.000
O -1.6480 -17.8947 14.1843 0.000
O 0.6882 -16.9624 14.0600 0.000
F -0.2531 -18.3935 12.3405 0.000
N 7.3604 -16.2529 11.1267 0.536
S 7.2798 -17.0588 12.3937 -0.084
O 6.8804 -18.4245 12.1755 0.263
O 6.9512 -16.3857 13.6529 0.226
F 8.8891 -17.2954 12.5422 -0.002
S 5.6836 -15.9205 11.0402 -0.010
O 5.2403 -14.8431 11.9404 0.054
O 4.7687 -17.0021 10.8808 0.020
F 5.6231 -15.1646 9.6170 -0.002
```

Computed properties:
Strongest force on any atom, eV/Å: 11.460
Net charge: +4
Orbital gap (spin up / spin down), eV: 8.07 / 3.07
E_LUMO (spin up / spin down), eV: -8.17 / -13.18
Spin multiplicity: 2
<S²>: 0.76